Here is a structure of composition C27H29BrN4O2SSe2SiW from OMol25. Energies are from wB97M-V/def2-TZVPD.

Cartesian coordinates (Å):
W -0.1538 -0.1259 -0.4079
Br -1.6082 7.0401 -2.3585
C -1.1159 5.4612 -1.4714
C -0.3298 4.5226 -2.1265
C 0.0227 3.3495 -1.4814
C -0.3942 3.1335 -0.1738
C -1.1964 4.0667 0.4746
C -1.5548 5.2349 -0.1739
N -0.0193 1.9286 0.5162
C 0.3542 2.0099 1.7315
C 0.7083 0.7819 2.4214
C 1.1404 0.7778 3.7302
C 1.5008 -0.4283 4.3163
C 1.4149 -1.5786 3.5585
C 0.9667 -1.5007 2.2489
N 0.6140 -0.3446 1.6749
H 0.0096 4.7113 -3.1353
H 0.6383 2.6256 -1.9962
H -1.5870 3.8625 1.4628
H -2.1841 5.9604 0.3218
H 0.4411 2.9656 2.2390
H 1.1926 1.7072 4.2805
H 1.8442 -0.4603 5.3412
H 1.6852 -2.5421 3.9660
H 0.8830 -2.3863 1.6396
C -7.6156 -2.7428 -1.3669
C -6.4434 -1.8966 -0.9730
C -6.5069 -0.5045 -1.0442
C -5.4377 0.2795 -0.6535
C -4.2791 -0.3496 -0.2016
C -4.1893 -1.7373 -0.1066
C -5.2752 -2.4958 -0.4935
S -2.9413 0.6473 0.2346
O -1.9834 -0.0733 1.1145
O -3.3889 1.9342 0.6407
N -1.8935 0.7195 -1.0166
C -1.9570 0.6457 -2.3974
C -2.8904 1.0775 -3.3141
C -2.5649 0.8653 -4.6483
C -1.3542 0.2777 -4.9995
C -0.4789 -0.1089 -4.0006
N -0.8029 0.0538 -2.7198
H -8.3795 -2.1591 -1.8755
H -8.0669 -3.1928 -0.4807
H -7.3043 -3.5570 -2.0211
H -7.4134 -0.0289 -1.3950
H -5.5006 1.3594 -0.6734
H -3.3026 -2.2052 0.2945
H -5.2290 -3.5741 -0.4073
H -3.8011 1.5704 -3.0094
H -3.2533 1.1816 -5.4206
H -1.0890 0.1269 -6.0354
H 0.4866 -0.5471 -4.2153
C 2.6163 -3.6220 -0.2769
Si 1.2187 -3.7316 -1.4909
C 0.4651 -5.4193 -1.5632
C 1.6336 -3.0674 -3.1675
Se -0.6092 -2.4618 -0.5426
H 3.4419 -4.2086 -0.6931
H 2.3591 -4.0779 0.6806
H 2.9871 -2.6102 -0.1082
H 1.2103 -6.1047 -1.9779
H -0.4103 -5.4560 -2.2125
H 0.1857 -5.7923 -0.5775
H 2.4005 -3.7313 -3.5804
H 2.0542 -2.0621 -3.1580
H 0.7765 -3.1039 -3.8409
Se 1.8881 0.1783 -1.2696

Properties
Lowest unoccupied orbital energy, eV: -7.499
Total energy, eV: -259787.97756
Total charge: +2

Atomic partial charges in e from the Mulliken method, atoms 1 to 6:
1. W 0.829
2. Br -0.112
3. C -0.013
4. C -0.799
5. C -0.343
6. C 0.200

***

Here is a structure of composition C29H20F10N6OsS in a non-equilibrium geometry from OMol25. Energies are from wB97M-V/def2-TZVPD.

Cartesian coordinates (Å):
Os -0.2125 0.2408 -0.2537
C 0.7722 -1.1683 2.1578
N -0.0506 0.0314 1.8186
C 0.6158 1.2566 2.3117
C 1.8235 1.5126 1.4307
N 1.5175 1.0364 0.0573
C 2.6209 1.0161 -0.8354
C 3.5187 2.0612 -1.0090
F 3.3778 3.1921 -0.3139
C 4.5231 1.9991 -1.9555
F 5.3406 3.0258 -2.1152
C 4.6467 0.8852 -2.7649
F 5.5644 0.8509 -3.7054
C 3.7988 -0.2005 -2.5806
F 3.9170 -1.2786 -3.3349
C 2.8420 -0.1337 -1.5968
F 2.1544 -1.2444 -1.2861
C -1.4296 -0.1226 2.3328
C -2.1070 -1.1565 1.4710
N -1.8671 -0.8121 0.0371
C -2.6472 -1.5633 -0.8839
C -2.9954 -2.9075 -0.7107
F -2.5508 -3.5968 0.3431
C -3.7171 -3.6124 -1.6497
F -3.9762 -4.8924 -1.4512
C -4.1451 -2.9928 -2.8108
F -4.8140 -3.6671 -3.7183
C -3.8679 -1.6508 -2.9955
F -4.2873 -1.0182 -4.0805
C -3.1589 -0.9639 -2.0350
F -3.0577 0.3642 -2.1941
H 0.8452 -1.2750 3.2411
H 1.7714 -1.0645 1.7421
H 0.3219 -2.0677 1.7436
H 0.8964 1.1673 3.3634
H -0.0794 2.0779 2.2195
H 2.7010 0.9732 1.7932
H 2.0843 2.5680 1.4478
H -1.9414 0.8318 2.2335
H -1.4423 -0.4107 3.3866
H -3.1768 -1.1749 1.6855
H -1.7376 -2.1519 1.6949
N -0.6910 1.7927 -4.1920
C -0.2624 0.9319 -5.2558
C -0.2782 1.3985 -6.5512
C 0.1068 0.5576 -7.5912
C 0.5010 -0.7372 -7.3209
C 0.5220 -1.1994 -6.0070
C 0.1387 -0.3601 -4.9817
S 0.1748 -0.9931 -3.3208
N -0.2263 0.4032 -2.3718
C -0.6696 1.4798 -2.8889
C -1.2836 2.3998 -1.9165
C -2.1165 3.4353 -2.2708
C -2.7331 4.1888 -1.2838
C -2.4950 3.8791 0.0419
C -1.6574 2.8264 0.3300
N -1.0598 2.0873 -0.6205
H -1.0402 2.6919 -4.4682
H -0.5910 2.4171 -6.7565
H 0.0938 0.9245 -8.6084
H 0.7916 -1.3975 -8.1263
H 0.8420 -2.2122 -5.7895
H -2.3386 3.6538 -3.3046
H -3.4001 4.9972 -1.5534
H -2.9509 4.4428 0.8438
H -1.4465 2.5690 1.3499

Properties
Lowest unoccupied orbital energy, eV: -7.900
Total energy, eV: -79798.61594
Total charge: +2

Atomic partial charges in e from the Mulliken method, atoms 1 to 6:
1. Os -0.136
2. C -0.827
3. N -0.154
4. C -0.962
5. C -0.660
6. N 1.120

***

Sequential energy above the lowest of the compared OMol25 structures with the same formula, charge and spin output: 0.0 122.2 kJ/mol
Sequential HOMO energy output: -13.608 -13.242 eV
Sequential gap between HOMO and LUMO output: 6.11 5.34 eV